[1]
# C3H4NO2

A molecular structure, C3H4NO2 at a distorted geometry (wB97M-V/def2-TZVPD, OMol25).

Computed properties:
gap between HOMO and LUMO	10.89	eV
spin multiplicity	1
HOMO level	-16.269	eV
net charge	+1
ΔE to the lowest compared entry with this formula, charge and spin	45.17	kcal/mol

Geometry as XYZ:
```
10
Properties=species:S:1:pos:R:3:lowdin_charge:R:1
C -0.206 -0.323 0.566 -0.33
C -1.512 -0.440 -1.597 0.11
C 1.819 0.785 1.221 0.17
N 0.629 0.560 0.927 0.16
O -0.537 0.100 -1.132 0.10
O -0.954 -1.119 0.940 0.25
H -2.117 -1.143 -0.998 0.14
H -1.815 -0.247 -2.631 0.14
H 2.062 1.745 1.670 0.12
H 2.631 0.083 1.033 0.13
```

=====

[2]
# C3H11N3

2 unconnected molecules or ions with the total composition C3H11N3 at a distorted geometry (wB97M-V/def2-TZVPD, OMol25).

Computed properties:
gap between HOMO and LUMO	9.47	eV
SMILES	C=CN.NCN
spin multiplicity	1
HOMO level	-8.559	eV
ΔE to the lowest compared entry with this formula, charge and spin	41.32	kcal/mol

Geometry as XYZ:
```
17
Properties=species:S:1:pos:R:3:lowdin_charge:R:1
C -1.660 2.478 0.716 -0.04
C -0.361 2.493 1.051 -0.32
N 0.660 3.152 0.372 0.03
H -2.125 3.240 0.088 0.05
H -2.381 2.046 1.402 0.03
H -0.107 2.136 2.043 0.10
H 0.661 3.068 -0.632 0.08
H 1.555 2.793 0.673 0.07
N 0.712 -1.431 -0.010 -0.01
C 0.016 -2.225 -0.995 -0.37
N 0.720 -3.513 -1.291 -0.02
H 0.723 -1.909 0.888 0.06
H 0.371 -0.526 0.316 0.05
H -0.084 -1.778 -1.978 0.10
H -0.979 -2.599 -0.705 0.10
H 0.580 -4.050 -0.445 0.04
H 1.701 -3.377 -1.493 0.05
```

=====

[3]
# C2H4FIO

2 unconnected molecules or ions with the total composition C2H4FIO at a distorted geometry (wB97M-V/def2-TZVPD, OMol25).

Computed properties:
gap between HOMO and LUMO (alpha / beta)	9.34 / 9.34	eV
spin multiplicity	1
HOMO level (alpha / beta)	-9.358 / -9.357	eV
ΔE to the lowest compared entry with this formula, charge and spin	71.56	kcal/mol

Geometry as XYZ:
```
9
Properties=species:S:1:pos:R:3:lowdin_charge:R:1
C -0.520 0.095 0.288 -0.28
C 2.215 0.660 0.470 -0.64
O 0.326 0.540 1.228 -0.25
F 2.500 1.905 0.358 0.03
I 3.316 -0.418 1.925 0.86
H -0.866 0.690 -0.506 0.07
H -1.394 0.012 0.823 0.06
H -0.227 -0.951 0.092 0.09
H 1.919 0.071 -0.373 0.05
```

=====

[4]
# C7H14NO

A gas-phase ion, C7H14NO (charge +1) at a distorted geometry (wB97M-V/def2-TZVPD, OMol25).

Computed properties:
gap between HOMO and LUMO	10.37	eV
SMILES	C=C(C)C(=O)[N+](C)(C)C
spin multiplicity	1
HOMO level	-14.181	eV
net charge	+1
ΔE to the lowest compared entry with this formula, charge and spin	76.87	kcal/mol

Geometry as XYZ:
```
23
Properties=species:S:1:pos:R:3:lowdin_charge:R:1
C -1.129 0.364 -2.556 0.12
C -0.452 -0.288 -1.609 -0.26
C 0.748 -1.112 -1.913 -0.04
C -1.081 -0.382 -0.127 -0.21
O -2.167 -0.607 0.250 0.21
N -0.026 0.245 0.987 -0.29
C -0.791 0.342 2.243 -0.03
C 0.968 -0.847 1.262 0.00
C 0.557 1.540 0.558 0.01
H -0.564 0.425 -3.465 0.09
H -1.825 1.129 -2.382 0.08
H 0.278 -1.977 -2.338 0.10
H 1.368 -1.451 -1.071 0.06
H 1.396 -0.677 -2.681 0.11
H -0.248 0.834 3.069 0.13
H -1.681 1.009 2.020 0.14
H -1.131 -0.641 2.546 0.11
H 0.366 -1.810 1.145 0.15
H 1.823 -1.000 0.620 0.09
H 1.271 -0.735 2.241 0.08
H 1.591 1.210 0.217 0.13
H 0.111 2.075 -0.335 0.12
H 0.618 2.353 1.321 0.12
```

=====

[5]
# C19H20Cl3F2N3OS2Ti

A molecular structure, C19H20Cl3F2N3OS2Ti at a distorted geometry (wB97M-V/def2-TZVPD, OMol25).

Computed properties:
gap between HOMO and LUMO	3.76	eV
spin multiplicity	1
HOMO level	0.409	eV
net charge	-2
ΔE to the lowest compared entry with this formula, charge and spin	0.00	kcal/mol

Geometry as XYZ:
```
51
Properties=species:S:1:pos:R:3:lowdin_charge:R:1
Ti 0.441 -0.715 0.570 0.96
C -2.857 0.679 -4.057 -0.46
S -2.591 -1.108 -3.863 0.67
C -1.433 -0.986 -2.440 -1.20
S 0.226 -1.052 -2.745 0.44
N -2.100 -0.786 -1.358 -0.10
N -1.444 -0.626 -0.166 -0.20
C -2.266 -0.180 0.826 -0.17
C -1.816 -0.232 2.126 -0.32
C -2.517 0.314 3.238 -0.08
C -1.980 0.213 4.488 -0.15
C -0.743 -0.480 4.655 -0.14
C -0.110 -0.995 3.556 -0.17
N -0.589 -0.881 2.298 -0.06
H -3.535 0.831 -4.898 0.00
H -1.898 1.160 -4.252 0.02
H -3.292 1.066 -3.137 0.01
H -3.263 0.164 0.571 0.10
H -3.464 0.811 3.069 0.09
H -2.483 0.664 5.337 0.07
H -0.294 -0.608 5.632 0.06
H 0.827 -1.531 3.657 0.10
Cl 5.212 -5.948 -1.184 0.59
C 3.863 -4.912 -0.784 -0.69
C 3.937 -3.562 -1.082 -0.14
C 2.873 -2.746 -0.753 -0.54
Cl 2.924 -1.055 -1.083 0.73
C 1.698 -3.234 -0.122 -0.44
O 0.691 -2.479 0.169 -0.24
C 1.702 -4.616 0.155 -0.57
Cl 0.305 -5.259 0.957 0.69
C 2.751 -5.458 -0.167 -0.16
H 4.808 -3.146 -1.568 0.10
H 2.697 -6.511 0.065 0.09
F 0.399 1.511 1.311 -0.15
C 0.807 1.256 -0.086 -0.31
F 1.979 -0.604 1.576 -0.43
H 1.854 1.588 -0.096 0.07
C -1.181 4.403 -1.233 -0.10
C -0.188 3.609 -0.386 -0.44
C 1.146 4.349 -0.297 -0.09
C -0.033 2.184 -0.944 -0.20
H -1.358 5.393 -0.802 0.06
H -2.135 3.875 -1.293 0.07
H -0.802 4.531 -2.252 0.07
H -0.600 3.521 0.622 0.13
H 1.578 4.475 -1.295 0.08
H 1.855 3.792 0.316 0.07
H 1.014 5.339 0.150 0.06
H 0.424 2.214 -1.939 0.11
H -1.036 1.765 -1.063 0.09
```